[1]
The following is a DFT calculation (ωB97M-V with the def2-TZVPD basis set) of the ion C31H23NO4P with charge -1 in a non-equilibrium geometry.

Its SMILES is COc1ccc([C@H](C2=C([O-])c3ccccc3C2=O)[C@H](C#N)P(=O)(c2ccccc2)c2ccccc2)cc1. As for the calculated total energy: -51489.7731 eV. The charge is -1. The molar mass comes out at 504.5 g mol⁻¹. The HOMO energy comes out at -3.93 eV. The calculation puts the HOMO-LUMO gap at 0.2387 Ha.

CARTESIAN COORDINATES (ANGSTROEM)
C: 6.5398 -3.0821 0.4045
O: 6.4346 -1.7868 -0.1514
C: 5.2419 -1.1420 -0.1762
C: 4.0972 -1.6227 0.4733
C: 2.8998 -0.9371 0.4104
C: 2.7669 0.2711 -0.2802
C: 1.3242 0.9315 -0.3952
C: 0.9645 1.5751 0.9413
C: 1.3060 1.2205 2.3611
O: 1.9753 0.2818 2.8059
C: 0.6251 2.2435 3.2280
C: 0.5515 2.3309 4.6161
C: -0.1721 3.3665 5.1920
C: -0.8219 4.3213 4.3682
C: -0.7426 4.2201 2.9805
C: -0.0242 3.1670 2.4244
C: 0.2201 2.8356 0.9804
O: -0.1229 3.5177 0.0026
C: 0.3046 0.0455 -1.2726
C: 0.9583 -0.2166 -2.5936
N: 1.5727 -0.4876 -3.5636
P: -1.6033 0.1951 -1.6827
O: -1.9180 1.6137 -2.0961
C: -2.4044 -0.9354 -3.0405
C: -2.8877 -2.2184 -2.7462
C: -3.6741 -2.9257 -3.6627
C: -4.0235 -2.3573 -4.8959
C: -3.5449 -1.0727 -5.1973
C: -2.7695 -0.3708 -4.2766
C: -2.6599 -0.2912 -0.2623
C: -2.1978 -1.1590 0.7239
C: -3.0685 -1.6030 1.7341
C: -4.3998 -1.1570 1.7688
C: -4.8447 -0.2441 0.7984
C: -3.9791 0.1850 -0.1982
C: 3.9351 0.8013 -0.8740
C: 5.1441 0.1064 -0.8277
H: 7.5802 -3.3479 0.2785
H: 6.2840 -3.0829 1.4537
H: 5.9232 -3.7918 -0.1300
H: 4.1249 -2.5561 1.0021
H: 2.0587 -1.2758 0.9980
H: 1.3945 1.7950 -1.0936
H: 1.0528 1.5980 5.2272
H: -0.2540 3.4598 6.2782
H: -1.3841 5.1333 4.8361
H: -1.2245 4.9468 2.3384
H: 0.3105 -0.8744 -0.6650
H: -2.6805 -2.6836 -1.7912
H: -4.0378 -3.9282 -3.4262
H: -4.6668 -2.9030 -5.6116
H: -3.8023 -0.6319 -6.1565
H: -2.4689 0.6420 -4.5145
H: -1.1782 -1.5225 0.7113
H: -2.7110 -2.3197 2.4886
H: -5.0855 -1.5222 2.5549
H: -5.8722 0.1013 0.8309
H: -4.3397 0.8785 -0.9512
H: 3.9144 1.7647 -1.4031
H: 6.0593 0.5004 -1.2759

[2]
The following is a DFT calculation (ωB97M-V with the def2-TZVPD basis set) of a structure of composition C31H24BeN3O6.

As for the calculated total energy: -49691.6302 eV. The charge is +1. The molar mass comes out at 543.6 g mol⁻¹. The HOMO energy comes out at -10.24 eV. The calculation puts the HOMO-LUMO gap at 0.2293 Ha.

CARTESIAN COORDINATES (ANGSTROEM)
Be: -0.2264 -0.0798 -1.6642
C: -4.3468 -0.6852 -1.8997
O: -3.6455 -0.9211 -3.1715
C: -2.3735 -0.7835 -2.8869
N: -2.0041 -0.6216 -1.6673
C: -3.2242 -0.7110 -0.8358
C: -3.3838 0.3663 0.2018
C: -2.9875 1.6746 -0.0448
C: -3.1959 2.6533 0.9165
C: -3.8119 2.3328 2.1183
C: -4.2173 1.0270 2.3627
C: -3.9991 0.0449 1.4075
C: -1.3031 -0.9146 -3.9171
C: -1.3142 -1.3198 -5.2373
C: -0.0732 -1.5684 -5.8269
C: 1.1155 -1.4751 -5.1022
C: 1.0132 -1.0571 -3.7893
N: -0.1604 -0.7378 -3.2842
C: 1.9861 -0.9813 -2.6607
N: 1.5004 -0.7207 -1.5056
C: 2.6269 -0.6317 -0.5604
C: 3.8278 -1.0787 -1.4371
O: 3.2726 -1.1907 -2.7942
C: 2.4476 -1.4387 0.7024
C: 1.3193 -2.2093 0.9516
C: 1.1930 -2.9018 2.1490
C: 2.1955 -2.8318 3.1042
C: 3.3278 -2.0672 2.8577
C: 3.4504 -1.3720 1.6646
H: -4.8197 0.2914 -1.9685
H: -5.0967 -1.4595 -1.7774
H: -3.1863 -1.6800 -0.3343
H: -2.4884 1.9272 -0.9728
H: -2.8652 3.6666 0.7272
H: -3.9752 3.0988 2.8653
H: -4.6953 0.7703 3.2995
H: -4.2959 -0.9794 1.6098
H: -2.2379 -1.4493 -5.7831
H: -0.0362 -1.8880 -6.8602
H: 2.0659 -1.7492 -5.5375
H: 2.7289 0.4205 -0.2825
H: 4.6327 -0.3521 -1.4784
H: 4.2163 -2.0554 -1.1599
H: 0.5335 -2.2848 0.2091
H: 0.3077 -3.4962 2.3354
H: 2.0962 -3.3713 4.0371
H: 4.1169 -2.0084 3.5966
H: 4.3305 -0.7604 1.4899
O: 1.3529 2.9489 -1.6859
C: 0.7354 2.2454 -0.9212
O: -0.1718 1.3724 -1.3362
C: 1.0080 2.2388 0.5519
C: 2.0015 3.0805 1.0347
C: 2.3563 3.0932 2.3854
C: 1.6753 2.2339 3.2116
O: 1.8315 2.0539 4.5505
C: 0.8992 1.0375 4.9352
O: 0.1593 0.6653 3.7690
C: 0.6776 1.3998 2.7393
C: 0.3153 1.3775 1.4217
H: 2.5061 3.7282 0.3308
H: 3.1302 3.7460 2.7660
H: 0.2202 1.4357 5.6878
H: 1.4419 0.1717 5.3158
H: -0.4800 0.7305 1.0775

[3]
The following is a DFT calculation (ωB97M-V with the def2-TZVPD basis set) of a structure of composition C31H24CoN3O8P.

As for the calculated total energy: -100304.3784 eV. The charge is -2. As for the expectation value of S²: 3.7915. The molar mass comes out at 656.5 g mol⁻¹. Its spin multiplicity is 4. The HOMO energy (alpha / beta) comes out at -0.03 / -2.37 eV. The calculation puts the HOMO-LUMO gap (alpha / beta) at 0.1485 / 0.2344 Ha.

CARTESIAN COORDINATES (ANGSTROEM)
Co: 0.4826 -1.0303 0.3465
N: 1.2007 -1.3903 2.2374
C: 0.1670 -0.9481 3.1838
C: -1.2305 -1.0202 2.5645
O: -2.2052 -1.0512 3.3123
O: -1.2533 -0.9976 1.2838
H: 1.3550 -2.3927 2.2657
H: 2.0895 -0.9313 2.4013
H: 0.3466 0.1092 3.3944
H: 0.1724 -1.4880 4.1309
O: 5.3844 2.9586 -0.0653
C: 4.3911 2.2109 -0.0112
C: 3.0274 2.6691 0.5628
O: 2.7680 3.7663 1.0499
C: 2.1439 1.5621 0.3869
C: 2.7898 0.4428 -0.1358
O: 2.3006 -0.7059 -0.3217
C: 4.2393 0.8406 -0.4336
O: 5.0665 0.0672 -0.9498
O: 0.7914 1.5457 0.8593
C: 0.5935 6.2305 -1.6493
C: 1.3964 5.1561 -2.0032
C: 1.0908 3.8837 -1.5484
C: -0.0097 3.6932 -0.7135
C: -0.8179 4.7700 -0.3690
C: -0.5157 6.0421 -0.8427
P: -0.3398 2.0303 -0.1222
C: -1.7500 2.0758 0.9675
C: -1.6362 2.7616 2.1756
C: -2.6927 2.7434 3.0719
C: -3.8437 2.0277 2.7645
C: -3.9465 1.3331 1.5727
C: -2.8944 1.3532 0.6658
C: -0.5742 0.9718 -1.5022
C: -1.0978 1.5140 -2.6917
C: -1.3752 0.6686 -3.7430
C: -1.1240 -0.6994 -3.5898
C: -0.6031 -1.2071 -2.4145
C: -0.2949 -0.3945 -1.3049
H: 0.8394 7.2250 -2.0026
H: 2.2730 5.3054 -2.6190
H: 1.7189 3.0434 -1.8168
H: -1.6775 4.6212 0.2702
H: -1.1428 6.8819 -0.5707
H: -0.7169 3.2845 2.4151
H: -2.6067 3.2615 4.0184
H: -4.6545 1.9836 3.4813
H: -4.8215 0.7321 1.3654
H: -2.9348 0.7660 -0.2423
H: -1.2784 2.5791 -2.7885
H: -1.7718 1.0597 -4.6717
H: -1.3362 -1.3735 -4.4133
H: -0.4235 -2.2737 -2.3371
N: -0.3921 -8.2301 -0.0545
C: 0.5330 -7.4149 -0.7665
O: 1.2802 -7.9791 -1.5896
C: 0.5344 -6.0258 -0.4608
C: -0.2958 -5.4129 0.5343
C: -0.2812 -4.0551 0.7051
N: 0.4944 -3.1930 0.0052
C: 1.3253 -3.7735 -0.9122
C: 1.3781 -5.1119 -1.1715
H: -0.5035 -9.1023 -0.5523
H: -1.2796 -7.7868 0.1327
H: -0.9412 -5.9995 1.1765
H: -0.9513 -3.6006 1.4303
H: 1.9810 -3.0836 -1.4333
H: 2.0594 -5.4980 -1.9174

[4]
The following is a DFT calculation (ωB97M-V with the def2-TZVPD basis set) of a cluster of 3 separate species, C31H24I2NO7P2 in total.

As for the calculated total energy: -83134.0748 eV. The charge is +1. The molar mass comes out at 838.3 g mol⁻¹. The HOMO energy comes out at -11.10 eV. The calculation puts the HOMO-LUMO gap at 0.2756 Ha.

CARTESIAN COORDINATES (ANGSTROEM)
O: 7.6554 3.7103 -2.4305
P: 6.1277 3.2492 -2.7404
I: 4.9119 5.0505 -1.6245
C: 5.8800 1.8262 -1.4897
N: 5.3590 2.0549 -0.0917
C: 4.8772 0.6657 0.2722
O: 4.1206 0.3605 -0.8455
C: 4.8802 0.7581 -1.9957
P: 5.4656 -0.7523 -2.9768
O: 6.2992 -0.0171 -4.1593
I: 7.2767 -1.5314 -1.5084
H: 8.2537 3.0934 -1.9973
H: 6.8691 1.3635 -1.3546
H: 4.5581 2.7052 -0.1413
H: 6.0392 2.4350 0.5669
H: 4.2966 0.6609 1.1891
H: 5.7819 0.0575 0.3672
H: 4.1529 1.2043 -2.6912
H: 7.0884 0.4895 -3.9429
C: -0.2705 -0.3184 2.1437
C: -1.5753 0.1526 2.2276
C: -1.8468 1.4973 2.0287
C: -0.8132 2.3815 1.7523
C: 0.5031 1.9106 1.6832
C: 0.7668 0.5579 1.8734
C: 1.6270 2.8364 1.4173
O: 2.7838 2.4487 1.3278
C: 1.3023 4.2783 1.2516
C: 2.3569 5.1510 1.0498
C: 2.1264 6.5021 0.8642
C: 0.8186 6.9806 0.8895
C: -0.2424 6.1108 1.0979
C: -0.0041 4.7541 1.2819
C: -1.1467 3.8210 1.5238
O: -2.2878 4.2187 1.5329
H: -0.0663 -1.3704 2.2926
H: -2.3830 -0.5347 2.4462
H: -2.8565 1.8816 2.0840
H: 1.7893 0.2111 1.8075
H: 3.3522 4.7316 1.0426
H: 2.9506 7.1863 0.7052
H: 0.6273 8.0359 0.7472
H: -1.2643 6.4652 1.1226
C: -5.0578 -1.4544 -2.5658
C: -4.9977 -0.8548 -1.3118
C: -4.8906 -1.6372 -0.1747
C: -4.8404 -3.0212 -0.2842
C: -4.9127 -3.6226 -1.5401
C: -5.0171 -2.8339 -2.6802
C: -4.8938 -5.1090 -1.6875
O: -4.9424 -5.6316 -2.7788
C: -4.8161 -5.9212 -0.4373
C: -4.8443 -7.3070 -0.5376
C: -4.7631 -8.0846 0.6053
C: -4.6468 -7.4827 1.8535
C: -4.6187 -6.1025 1.9599
C: -4.7084 -5.3165 0.8167
C: -4.6951 -3.8329 0.9604
O: -4.5632 -3.3008 2.0429
H: -5.1422 -0.8425 -3.4545
H: -5.0395 0.2233 -1.2246
H: -4.8454 -1.1951 0.8117
H: -5.0684 -3.3222 -3.6442
H: -4.9320 -7.7538 -1.5189
H: -4.7906 -9.1636 0.5259
H: -4.5811 -8.0937 2.7443
H: -4.5331 -5.6130 2.9207

[5]
The following is a DFT calculation (ωB97M-V with the def2-TZVPD basis set) of a structure of composition C31H25AsN3O8PS3V in a non-equilibrium geometry.

As for the calculated total energy: -181729.5725 eV. The charge is -1. The molar mass comes out at 820.6 g mol⁻¹. The HOMO energy comes out at -4.49 eV. The calculation puts the HOMO-LUMO gap at 0.1968 Ha.

CARTESIAN COORDINATES (ANGSTROEM)
V: 2.4160 0.1279 0.6793
O: -0.3182 -1.4378 4.0334
C: -1.3179 -0.6292 3.6404
C: -2.6284 -1.0223 3.9196
C: -3.6883 -0.2342 3.5213
C: -3.4743 0.9594 2.8325
C: -2.1819 1.3492 2.5462
C: -1.0915 0.5720 2.9484
C: 0.2805 0.9617 2.5666
O: 1.2923 0.2954 2.9653
N: 0.3978 1.9991 1.7370
N: 1.6637 1.9955 1.2846
C: 2.3013 3.0623 0.9994
C: 3.7298 2.9163 0.7140
C: 4.5684 3.9933 0.4792
C: 5.9300 3.7591 0.3761
C: 6.4093 2.4678 0.5133
C: 5.4987 1.4420 0.7238
N: 4.1936 1.6613 0.8149
H: 0.5206 -0.9987 3.7444
H: -2.7824 -1.9586 4.4402
H: -4.6997 -0.5566 3.7381
H: -4.3115 1.5652 2.5108
H: -1.9822 2.2450 1.9725
H: 1.8162 4.0284 1.0842
H: 4.1561 4.9888 0.3869
H: 6.6106 4.5809 0.1944
H: 7.4650 2.2468 0.4513
H: 5.8157 0.4109 0.8015
O: 3.6618 -1.1040 -3.0591
As: 2.1178 -0.9657 -2.2228
O: 2.7327 0.2781 -0.9527
O: 1.1500 -0.7468 0.6268
C: 2.2058 -2.6482 -1.1526
C: 1.1611 -3.4690 -1.5656
C: 0.9275 -4.7074 -0.9797
C: 1.7307 -5.1444 0.0573
C: 2.7800 -4.3469 0.4957
C: 3.0129 -3.1228 -0.1080
S: 4.3759 -2.1731 0.5047
O: 5.2302 -2.9799 1.3192
O: 4.9846 -1.5220 -0.6347
O: 3.6895 -1.1211 1.3889
H: 4.3663 -1.2678 -2.4065
H: 0.4823 -3.1256 -2.3407
H: 0.0979 -5.3109 -1.3247
H: 1.5441 -6.0979 0.5336
H: 3.4301 -4.6669 1.2989
S: -1.4610 0.5397 -4.5326
P: -1.7855 0.9388 -2.6220
S: -0.4156 1.7683 -1.4571
C: -3.3038 1.9646 -2.4498
C: -3.9936 1.9807 -1.2380
C: -5.1050 2.7922 -1.0728
C: -5.5342 3.6066 -2.1147
C: -4.8479 3.5984 -3.3201
C: -3.7394 2.7764 -3.4880
C: -2.3773 -0.6165 -1.8328
C: -1.7577 -1.1294 -0.7029
C: -2.2023 -2.3128 -0.1214
C: -3.2822 -2.9873 -0.6690
C: -3.9155 -2.4740 -1.7982
C: -3.4654 -1.2983 -2.3767
H: -3.6496 1.3591 -0.4180
H: -5.6384 2.7923 -0.1291
H: -6.4025 4.2421 -1.9857
H: -5.1788 4.2293 -4.1368
H: -3.2061 2.7429 -4.4307
H: -0.9453 -0.5675 -0.2646
H: -1.7120 -2.6896 0.7695
H: -3.6405 -3.9039 -0.2146
H: -4.7637 -2.9948 -2.2270
H: -3.9476 -0.9061 -3.2645

[6]
The following is a DFT calculation (ωB97M-V with the def2-TZVPD basis set) of a structure of composition C31H25BaCl2N2OP in a non-equilibrium geometry.

As for the calculated total energy: -72607.5860 eV. The charge is -2. The molar mass comes out at 680.8 g mol⁻¹. The HOMO energy comes out at -0.09 eV. The calculation puts the HOMO-LUMO gap at 0.1539 Ha.

CARTESIAN COORDINATES (ANGSTROEM)
Ba: 0.7533 1.8914 -0.1950
O: 0.8202 0.9842 2.1971
C: 0.1781 -0.0077 1.8261
C: -0.7900 -0.7226 2.7186
C: -1.1534 -0.5913 4.0536
C: -2.1456 -1.4131 4.5608
C: -2.7800 -2.3422 3.7389
C: -2.4363 -2.4659 2.3979
C: -1.4354 -1.6463 1.8881
P: -0.8408 -1.4715 0.1413
C: 0.7797 -2.3247 0.0352
C: 1.2972 -2.5630 -1.2368
C: 2.5388 -3.1581 -1.4035
C: 3.2808 -3.5374 -0.2944
C: 2.7725 -3.3123 0.9761
C: 1.5338 -2.7086 1.1385
C: -1.8434 -2.9215 -0.5469
C: -3.0932 -2.5904 -1.0707
C: -3.9533 -3.5618 -1.5648
C: -3.5706 -4.8948 -1.5578
C: -2.3265 -5.2439 -1.0500
C: -1.4775 -4.2684 -0.5479
H: -0.6613 0.1462 4.6770
H: -2.4386 -1.3377 5.6023
H: -3.5600 -2.9707 4.1539
H: -2.9465 -3.1805 1.7650
H: 0.7194 -2.2737 -2.1084
H: 2.9329 -3.3117 -2.4008
H: 4.2579 -3.9866 -0.4227
H: 3.3489 -3.5897 1.8507
H: 1.1552 -2.5270 2.1366
H: -3.3913 -1.5466 -1.0891
H: -4.9195 -3.2727 -1.9619
H: -4.2348 -5.6567 -1.9500
H: -2.0156 -6.2829 -1.0409
H: -0.5128 -4.5597 -0.1493
Cl: -2.7865 1.9208 0.2564
C: -3.0489 3.5550 -0.4030
C: -4.3367 3.9416 -0.6405
C: -4.5937 5.2076 -1.1906
C: -3.4882 6.0124 -1.4730
C: -2.2055 5.5939 -1.2212
Cl: -0.8909 6.7022 -1.6325
C: -1.8023 4.3073 -0.6615
N: -0.6335 3.8523 -0.4342
H: -5.1429 3.2573 -0.4014
H: -5.6009 5.5470 -1.3935
H: -3.6263 6.9986 -1.9039
C: 3.3282 4.5846 -1.9037
C: 4.0742 3.3714 -1.4452
C: 5.4063 3.0522 -1.6485
C: 5.6226 1.8139 -0.9914
C: 4.4065 1.4680 -0.4280
C: 4.0614 0.2520 0.3732
N: 3.4595 2.4100 -0.6963
H: 3.9456 5.1935 -2.5684
H: 3.0132 5.2125 -1.0659
H: 2.4115 4.3275 -2.4425
H: 6.1218 3.6490 -2.1992
H: 6.5392 1.2419 -0.9251
H: 4.9620 -0.3150 0.6224
H: 3.3991 -0.4394 -0.1636
H: 3.5629 0.5019 1.3146

[7]
The following is a DFT calculation (ωB97M-V with the def2-TZVPD basis set) of a structure of composition C31H25ClILaN2O3 in a non-equilibrium geometry.

As for the calculated total energy: -63159.5261 eV. The molar mass comes out at 774.8 g mol⁻¹. The HOMO energy comes out at -6.90 eV. The calculation puts the HOMO-LUMO gap at 0.2568 Ha.

CARTESIAN COORDINATES (ANGSTROEM)
La: -0.2687 -0.0410 0.0264
Cl: -5.8818 -1.6663 3.2563
C: -4.5662 -1.3415 2.1333
C: -4.9464 -1.0464 0.8683
C: -4.1634 -0.6174 -0.3050
I: -5.0173 -0.9281 -2.1754
C: -2.9592 -0.0323 -0.2587
O: -2.1016 0.3438 -1.2061
C: -2.1491 -1.3541 1.6942
N: -0.7495 -1.3284 2.1346
C: -0.5442 -1.5036 3.4524
C: -1.5132 -1.6958 4.3985
C: -2.8849 -1.6422 3.9977
C: -3.2291 -1.4687 2.7082
H: -6.0117 -1.1243 0.6877
H: 0.4980 -1.4803 3.7620
H: -1.2361 -1.8384 5.4318
H: -3.6668 -1.7295 4.7442
C: -2.1284 -4.9640 -0.7996
C: -2.7459 -4.9142 0.4392
C: -2.7831 -3.7332 1.1687
C: -2.2222 -2.5570 0.6872
C: -1.5932 -2.6401 -0.5593
C: -1.5449 -3.8103 -1.2959
N: -2.3715 0.0569 1.0415
C: -2.8033 1.1516 1.8865
C: -2.0668 1.4550 3.0249
C: -2.4481 2.5122 3.8392
C: -3.5508 3.2860 3.5148
C: -4.2693 2.9923 2.3624
C: -3.9045 1.9292 1.5476
H: -2.0991 -5.8835 -1.3701
H: -3.2047 -5.8032 0.8551
H: -3.2563 -3.7274 2.1402
H: -1.1625 -1.8016 -1.0567
H: -1.0629 -3.8078 -2.2657
H: -1.2140 0.8527 3.2988
H: -1.8721 2.7243 4.7309
H: -3.8483 4.1091 4.1518
H: -5.1316 3.5892 2.0919
H: -4.4714 1.7086 0.6541
C: 7.2831 2.1105 -2.9640
C: 5.9298 1.6967 -2.4438
C: 4.9936 1.1017 -3.2800
C: 3.7359 0.7228 -2.8280
C: 2.7810 0.0803 -3.8098
C: 3.4107 0.9822 -1.4897
C: 4.3280 1.5900 -0.6225
C: 4.0290 1.8896 0.8294
C: 5.5806 1.9231 -1.1187
C: 2.0744 0.6104 -0.9789
O: 1.4500 1.4146 -0.1894
O: 1.5289 -0.4955 -1.3113
H: 7.5230 1.6020 -3.8975
H: 8.0695 1.8881 -2.2416
H: 7.3112 3.1857 -3.1554
H: 5.2495 0.9214 -4.3192
H: 3.1630 0.1951 -4.8233
H: 1.7887 0.5311 -3.7749
H: 2.6536 -0.9825 -3.6063
H: 3.4606 1.0965 1.3150
H: 3.4438 2.8041 0.9308
H: 4.9622 2.0173 1.3761
H: 6.3045 2.3741 -0.4466